DFT (wB97M-V/def2-TZVPD) results for a cluster of 2 separate species, C4H9NO in total.

* gap between HOMO and LUMO: 8.9 eV
* charge: 0
* structure (SMILES): C=CN.C=CO

Each line ends with the Mulliken charge.
Cartesian coordinates (Å):
H1 0.86804 0.07316 -0.85188  0.26
H2 -2.75909 1.39411 1.35492  0.30
H3 1.40663 -2.83475 -1.69125  0.25
H4 0.11158 0.87193 1.08629  0.14
C1 -1.84879 1.59546 -0.56844  -0.91
O1 2.12770 -0.92948 0.35766  -0.45
H5 -0.99686 1.25598 -1.15103  0.14
C2 0.92384 -1.87481 -1.56420  -0.85
H6 -2.62157 2.03541 -1.13574  0.27
C3 1.23213 -0.93506 -0.67952  0.19
C4 -1.86769 1.34998 0.73700  0.32
N1 -0.78070 1.00823 1.51550  -0.41
H7 2.58399 -1.77694 0.27665  0.29
H8 -0.00899 -1.70420 -2.08487  0.25
H9 -0.92432 0.43589 2.32751  0.22

Forces on the atoms, in the same order (eV/Å):
H -0.56 -0.19 0.47
H -0.18 0.46 -0.26
H -0.06 -0.10 0.39
H 0.20 -0.09 -0.24
C 0.98 -0.68 -0.10
O 0.04 -0.63 -1.00
H 0.19 0.44 0.09
C -0.34 -0.17 0.43
H -1.00 0.18 -0.17
C 0.36 0.95 -0.25
C -0.15 -0.21 0.59
N 0.06 -0.07 0.14
H 0.22 0.00 0.49
H 0.36 0.12 -0.58
H -0.13 -0.01 0.00